Formula: C48H45N4S4Sc
Source: OMol25
Level of theory: the ωB97M-V functional and the def2-TZVPD basis

Atoms and positions in Å:
1 Sc -0.20594 0.14175 -1.16475
2 C -1.19813 1.68724 -2.70108
3 C -2.29835 0.92613 -2.21868
4 C -2.43633 1.18606 -0.83258
5 C -1.44040 2.12227 -0.45348
6 C -0.67263 2.42902 -1.61080
7 C 0.44463 3.42645 -1.69063
8 C -1.33521 2.79340 0.88641
9 C -3.55412 0.66203 0.01451
10 C -3.27523 0.14328 -3.03929
11 C -0.71177 1.76219 -4.11764
12 H 0.11190 4.34187 -2.18509
13 H 1.30073 3.06557 -2.26241
14 H 0.80347 3.70152 -0.69864
15 H -2.30334 2.79709 1.38782
16 H -1.03992 3.83659 0.76913
17 H -0.60632 2.34174 1.56207
18 H -4.49374 1.15384 -0.24949
19 H -3.37627 0.84641 1.07403
20 H -3.70773 -0.41123 -0.10852
21 H -4.22464 0.68291 -3.08502
22 H -3.50662 -0.84256 -2.63407
23 H -2.93023 0.00924 -4.06389
24 H -0.95111 0.85862 -4.68012
25 H 0.36916 1.90658 -4.16738
26 H -1.17077 2.60278 -4.64236
27 S 1.60872 0.76419 0.67536
28 C 0.93931 0.29910 2.14863
29 N 1.53632 0.48180 3.30405
30 C 0.84358 0.19320 4.56487
31 C -0.60199 0.58058 4.41274
32 N -1.15933 -0.14728 3.26733
33 C -2.52937 -0.67621 3.46413
34 C -2.52124 -1.78453 4.48465
35 C -1.80574 -2.95374 4.22847
36 C -1.76986 -3.96515 5.17344
37 C -2.45125 -3.81781 6.37606
38 C -3.16871 -2.66156 6.63053
39 C -3.20066 -1.64286 5.68664
40 C -0.43977 -0.36341 2.19625
41 S -0.92508 -1.35055 0.91687
42 C 2.89836 1.05618 3.44445
43 C 2.82229 2.45123 4.00847
44 C 2.27015 3.48209 3.25055
45 C 2.16967 4.75672 3.78176
46 C 2.62293 5.01311 5.06941
47 C 3.18024 3.99432 5.82499
48 C 3.27857 2.71457 5.29445
49 H 1.31669 0.79657 5.33720
50 H 0.95930 -0.86499 4.81209
51 H -0.71769 1.65504 4.24690
52 H -1.17373 0.28737 5.29109
53 H -2.89245 -1.00190 2.49272
54 H -3.13014 0.17097 3.80042
55 H -1.29097 -3.07942 3.28286
56 H -1.22048 -4.87427 4.96983
57 H -2.42440 -4.61001 7.11162
58 H -3.70616 -2.54884 7.56197
59 H -3.76807 -0.74060 5.88376
60 H 3.36908 1.01969 2.46619
61 H 3.44243 0.38845 4.11426
62 H 1.93276 3.28733 2.23966
63 H 1.74907 5.55801 3.18888
64 H 2.54917 6.01125 5.47871
65 H 3.54234 4.19278 6.82418
66 H 3.72832 1.92121 5.88037
67 S 4.96259 2.77880 -2.28885
68 C 6.40206 3.37870 -2.98120
69 C 6.76102 2.68220 -4.09422
70 C 5.83995 1.65283 -4.40669
71 C 4.79650 1.58752 -3.52129
72 C 3.65906 0.66943 -3.55428
73 C 2.66489 0.73286 -2.55616
74 N 1.60083 -0.04991 -2.52398
75 C 1.45286 -0.98992 -3.48949
76 C 2.37914 -1.13645 -4.52808
77 C 2.15851 -2.14437 -5.52978
78 C 1.08129 -2.95352 -5.47399
79 C 0.12356 -2.83796 -4.40731
80 C -0.98237 -3.69020 -4.28104
81 C -1.85284 -3.56407 -3.21442
82 C -1.58953 -2.52367 -2.30236
83 N -0.56933 -1.69307 -2.40693
84 C 0.30527 -1.85321 -3.42908
85 C -3.00961 -4.43569 -3.01831
86 C -3.41313 -5.47971 -3.80842
87 C -4.58728 -6.10808 -3.32671
88 C -5.05362 -5.53240 -2.18452
89 S -4.07267 -4.23130 -1.68102
90 C 3.48764 -0.28067 -4.54236
91 H 6.91540 4.20926 -2.52592
92 H 7.64401 2.89888 -4.67479
93 H 5.95207 0.99744 -5.25687
94 H 2.74882 1.45673 -1.75477
95 H 2.88085 -2.24418 -6.32899
96 H 0.92395 -3.71384 -6.22744
97 H -1.13672 -4.45416 -5.03154
98 H -2.25048 -2.35635 -1.45937
99 H -2.89985 -5.79879 -4.70251
100 H -5.06354 -6.94731 -3.80892
101 H -5.92215 -5.81025 -1.61087
102 H 4.20951 -0.37898 -5.34232

## Properties
Relative energy (zero: lowest compared OMol25 entry of this formula, charge and spin) = 0.0 kcal per mole
Net charge = +2

These are the Mulliken partial charges, in e, on atoms 1 to 4:
1 Sc -0.779
2 C 0.485
3 C 0.512
4 C 0.370